# 1
# C4H31N2O12

A 11-piece molecular cluster, C4H31N2O12 overall in a non-equilibrium geometry (wB97M-V/def2-TZVPD, OMol25).

Positions of all 49 atoms, in Å:
O 0.9465 1.2313 1.1140
C 0.8281 0.0386 0.9505
O 0.5454 -0.7124 2.0680
C 0.8814 -0.8387 -0.2673
C 0.3254 -0.0947 -1.5009
C -1.1579 0.0112 -1.6193
N -1.7336 1.1952 -0.8415
N 2.2296 -1.2684 -0.5662
H 0.9455 -0.4252 2.8979
H 0.3446 -1.7399 0.0244
H 0.7606 -0.7171 -2.2762
H 0.8700 0.8281 -1.7100
H -1.4298 0.3367 -2.6249
H -1.7271 -0.8685 -1.3579
H -2.7307 1.1636 -1.0323
H -1.4991 1.0997 0.1462
H -1.3384 2.0619 -1.2450
H 2.5629 -1.8860 0.1519
H 2.9005 -0.6706 -1.0100
H -1.2169 -1.2259 1.7135
H -2.4116 -1.7347 0.9265
O -1.9443 -0.9161 1.1505
H -3.7994 -2.9858 -1.4363
H -4.1464 -3.6648 -0.1848
O -3.5394 -2.9844 -0.5058
H 0.9771 -3.2153 -1.6277
H 1.5278 -4.0811 -2.6684
O 0.6815 -3.9036 -2.2390
H -0.5642 4.3274 2.6394
H -0.2876 5.1466 1.6047
O -0.4525 4.1822 1.6848
H 3.0955 -1.4971 -3.3211
H 2.4073 -0.2366 -4.0073
O 3.1267 -0.5475 -3.4557
H 0.4843 2.8295 -0.1156
H -0.0690 4.0323 -0.8727
O 0.2257 3.1315 -1.0021
H 3.7258 0.7914 1.9016
H 4.1404 0.7486 0.4654
O 3.7260 0.1973 1.1404
H -0.6762 1.5535 2.0738
H -2.0556 1.3831 2.7100
O -1.3935 2.0423 2.5084
H 1.9075 -3.7001 2.5271
H 3.1828 -3.1791 1.9665
O 2.4049 -2.8760 2.4516
H -3.2457 3.0340 0.8814
H -4.5768 2.3549 1.1389
O -3.7585 2.2488 0.6506

Output
* ΔE to the lowest compared entry with this formula, charge and spin: 2.525 eV
* charge: +1
* LUMO level: -2.278 eV
* orbital gap: 9.91 eV

# 2
# C4H31N2O13

A 13-piece molecular cluster, C4H31N2O13 overall in a non-equilibrium geometry (wB97M-V/def2-TZVPD, OMol25).

Positions of all 50 atoms, in Å:
O -0.6888 -2.2865 -1.0950
C -1.2492 -1.4204 -0.3782
N -1.3116 -1.5281 0.8992
C 3.4483 1.2274 1.5021
O 3.0255 2.2623 1.9775
C -1.8835 -0.1288 -1.0139
C -3.1558 -0.5468 -1.7386
N -0.9789 0.4624 -1.9672
H -0.7785 -2.3243 1.2540
H 4.5268 0.9120 1.7265
H 2.7424 0.6149 0.8861
H -2.1885 0.5040 -0.0820
H -3.6680 0.1983 -2.5050
H -3.0010 -1.4298 -2.2844
H -4.0333 -0.8316 -1.1134
H -0.0758 0.3459 -1.7587
H -1.1843 0.1557 -2.9877
H 1.8563 1.3873 -1.0023
H 2.6159 0.3964 -1.9579
O 2.5869 1.2910 -1.5583
H 1.0287 2.6290 -2.7874
H -0.3349 2.4907 -2.2279
O 0.3812 3.1481 -2.3615
H 0.2749 -3.2556 -0.2328
H 1.7427 -3.6423 -0.4831
O 1.0525 -3.7202 0.1859
H 0.8276 -1.4436 -1.6125
H 1.9868 -1.4696 -0.5016
O 1.7228 -1.4561 -1.4621
H -0.1762 -0.5798 2.6675
H 0.7170 0.3671 3.4639
O 0.7880 -0.5323 3.0372
H -0.6094 2.2364 2.8785
H 0.9510 2.3375 2.9412
O 0.2353 2.0567 3.4557
H -0.8204 2.3628 1.0807
H -2.1497 1.9683 1.7576
O -1.5114 2.7588 1.6166
H -3.5830 0.2638 2.6213
H -2.2478 -0.5572 2.1401
O -2.6385 0.4142 2.3559
H -0.2851 -2.5367 -3.7514
H -1.1512 -2.6594 -2.5354
O -1.0617 -2.9373 -3.4424
H 1.1855 2.7919 0.7644
H 0.5756 2.7946 -0.6639
O 0.6865 2.2760 0.1626
H 1.8582 -2.6049 1.2324
H 1.7249 -1.0933 1.7359
O 2.2256 -1.6688 1.1623

Output
* ΔE to the lowest compared entry with this formula, charge and spin: 3.853 eV
* charge: -1
* LUMO level: 2.880 eV
* orbital gap: 9.28 eV

# 3
# C4H31NO10S2

A 11-piece molecular cluster, C4H31NO10S2 overall in a non-equilibrium geometry (wB97M-V/def2-TZVPD, OMol25).

Positions of all 48 atoms, in Å:
C 0.3109 -0.1896 -1.8691
N 0.2798 0.0348 -0.4627
C -0.4228 1.2451 -0.0506
C 0.1092 2.5863 -0.6828
C -0.3352 1.3544 1.4884
S -1.5426 2.5161 2.1793
S -3.3454 1.5203 2.3332
H 0.5827 -1.4564 -2.1123
H 1.1902 0.2831 -2.2403
H -0.4126 0.2388 -2.5287
H 1.1732 -0.1468 -0.0520
H -1.5563 1.0868 -0.3515
H 1.0836 2.9941 -0.3944
H -0.6086 3.3800 -0.7278
H 0.1139 2.4564 -1.7671
H -0.3641 0.3673 1.9119
H 0.6105 1.7784 1.8491
H -3.4056 0.8441 3.5945
O 3.8095 2.5705 -0.4655
H 3.0564 2.4051 0.2481
H 3.4735 2.3017 -1.2744
O 1.6564 1.2608 4.1468
H 0.8644 1.4494 4.7162
H 1.2406 0.8609 3.3563
O 3.0489 -0.9395 -2.4809
H 3.7017 -1.5667 -2.8053
H 3.4215 -0.7255 -1.6057
O -2.9669 -1.0945 -3.0473
H -2.1033 -0.7784 -3.3071
H -3.0296 -1.2475 -2.1289
O -1.5149 -1.6819 1.2488
H -0.8177 -1.2263 0.7205
H -1.9308 -1.0748 1.8300
O 0.4540 -3.5927 0.2430
H -0.2326 -3.4880 -0.3491
H 1.1509 -3.0032 -0.1028
O -3.4684 -2.4042 -0.8005
H -3.0142 -2.1934 -0.0713
H -4.3722 -2.0954 -0.6138
O -5.0569 -0.1827 -0.9102
H -4.9013 -0.2651 -1.8324
H -4.5532 0.6637 -0.8154
O 1.9078 -1.7511 1.9343
H 1.3480 -2.4912 1.8218
H 1.8001 -1.4476 2.7555
O 4.3915 -0.1125 -0.3654
H 4.5634 0.2186 0.5878
H 4.6127 0.7384 -0.7499

Output
* ΔE to the lowest compared entry with this formula, charge and spin: 1.985 eV
* LUMO level: -0.112 eV
* SMILES: CN[C@H](C)CSS.O.O.O.O.O.O.O.O.O.O
* orbital gap: 9.24 eV

# 4
# C4H32BO24

C4H32BO24 as an isolated structure in a non-equilibrium geometry (wB97M-V/def2-TZVPD, OMol25).

Positions of all 61 atoms, in Å:
O -0.7981 -3.0240 -1.1490
C -0.6391 -1.7240 -1.1040
O -1.2381 -1.0980 -0.1380
B -0.6361 0.2190 -0.1630
O 0.3919 0.1920 -1.1840
C 0.4009 -0.9910 -1.5890
O 1.3549 -1.4840 -2.1910
O -0.0891 0.5690 1.1590
C -0.4911 1.6900 1.4770
O -0.3191 2.2430 2.5620
C -1.3291 2.1770 0.5070
O -1.5581 1.2470 -0.3920
O -1.8311 3.3040 0.3900
O 0.4429 1.0240 -4.4210
H 1.4289 0.9980 -4.8050
H 0.1559 1.4490 -3.5530
O 3.1749 0.6670 -2.2660
H 3.9649 0.7190 -1.9160
H 2.8359 -0.2460 -2.0210
O -2.9371 3.3170 -2.1860
H -3.6611 3.8700 -1.9140
H -2.6841 2.9290 -1.3700
O 2.8279 0.8590 0.5790
H 2.5099 0.6600 -0.3270
H 2.4509 1.6650 0.8170
O -0.1821 4.7240 2.7600
H 0.1949 3.7550 2.7720
H -1.0781 4.4910 3.0000
O 0.4459 -2.2460 2.5930
H 0.9529 -2.8900 3.1880
H 1.1119 -1.7480 2.2370
O 2.4749 -1.6750 -4.7580
H 1.8789 -1.9680 -4.0940
H 3.3089 -1.4800 -4.1910
O 0.6159 2.7660 -2.2410
H 0.7809 2.8140 -1.2770
H -0.0431 3.3830 -2.3120
O -2.9171 4.0140 2.9720
H -3.4061 3.4590 2.4360
H -3.2671 5.0500 2.8940
O -4.4571 -2.2430 0.1460
H -3.6061 -1.9920 0.5540
H -3.9831 -3.0620 -0.0880
O 2.5979 -1.0540 1.4910
H 2.4359 0.0060 1.1420
H 2.6639 -1.4790 0.6140
O -3.3211 -4.0110 -1.4500
H -3.9881 -4.0130 -2.2610
H -2.4001 -3.7980 -1.5320
O 3.9429 -2.0290 -0.9240
H 3.6049 -2.9540 -0.7120
H 4.6589 -1.9550 -0.3490
O 0.3549 -4.4360 0.6960
H -0.2481 -4.0050 -0.0650
H 0.2249 -3.6570 1.4020
O -2.4341 -2.4310 2.2840
H -2.7531 -1.7640 2.8240
H -1.6151 -2.3700 1.9480
O 1.1519 1.0870 4.8430
H 1.9949 1.4530 4.5900
H 0.5729 1.0280 4.0650

Output
* ΔE to the lowest compared entry with this formula, charge and spin: 8.842 eV
* charge: -1
* LUMO level: 0.781 eV
* orbital gap: 8.40 eV

# 5
# C4H32BO24

C4H32BO24 as an isolated structure in a non-equilibrium geometry (wB97M-V/def2-TZVPD, OMol25).

Positions of all 61 atoms, in Å:
O -4.4738 -31.0092 3.6460
C -3.3728 -31.0703 3.2035
O -2.3949 -30.6522 3.8658
B -1.3540 -30.3974 2.8398
O -1.9390 -30.9491 1.5863
C -3.0952 -31.2218 1.8096
O -3.9682 -31.3593 0.9665
O -0.0019 -31.0285 3.2076
C 0.7928 -30.0474 3.3037
O 1.9971 -30.2550 3.5936
C 0.1450 -28.8309 3.0507
O -1.0765 -28.9418 2.7304
O 0.5777 -27.7168 3.2466
O -5.7153 -28.5069 4.8314
H -4.8983 -28.0599 4.8903
H -5.5011 -29.3049 4.3405
O 3.2568 -26.6100 3.8366
H 3.3517 -27.1475 3.0504
H 2.4664 -26.9922 4.1403
O -3.2003 -27.4780 4.6985
H -3.6765 -26.6501 4.6477
H -2.2975 -27.1438 4.7111
O -3.2236 -29.6421 6.3612
H -3.4727 -30.3524 5.7627
H -3.1260 -28.8449 5.7710
O -0.4128 -29.3243 6.2052
H 0.1512 -29.9875 6.5657
H -1.3681 -29.5274 6.1924
O -1.9704 -29.9419 -1.1200
H -2.6246 -29.8621 -1.8073
H -2.3815 -30.5013 -0.4342
O 0.5078 -29.4358 -0.0149
H 0.3165 -28.5763 0.2637
H -0.3972 -29.6566 -0.3636
O 2.7427 -30.2159 6.3646
H 2.3547 -30.4451 5.5452
H 3.3738 -29.5964 5.9950
O 0.7950 -25.0124 2.4179
H -0.1175 -25.0857 2.5924
H 1.0437 -25.8950 2.3114
O 3.2897 -30.6658 1.0333
H 2.4683 -31.0627 1.0664
H 3.6752 -30.9526 1.8327
O 2.9526 -27.8566 1.5160
H 3.0841 -28.8119 1.3429
H 2.5177 -27.5174 0.6833
O -6.1633 -29.8937 0.4956
H -5.3688 -30.3509 0.7173
H -6.0528 -28.9330 0.6798
O -0.6934 -26.2886 5.0528
H -0.1452 -26.8354 4.4573
H -0.1981 -26.3754 5.8576
O -3.9545 -28.2510 2.1239
H -3.4449 -28.0129 1.3424
H -3.4200 -28.0341 2.9296
O 4.6525 -30.6688 3.7763
H 4.9959 -29.9747 4.2813
H 3.6977 -30.4821 3.8278
O -2.1067 -25.5667 2.0149
H -2.7897 -25.3269 1.4013
H -1.5904 -26.2573 1.6618

Output
* ΔE to the lowest compared entry with this formula, charge and spin: 2.709 eV
* charge: -1
* LUMO level: 1.144 eV
* orbital gap: 9.31 eV

# 6
# C4H32N2O11

A 11-piece molecular cluster, C4H32N2O11 overall in a non-equilibrium geometry (wB97M-V/def2-TZVPD, OMol25).

Positions of all 49 atoms, in Å:
C -3.5155 -0.5876 -0.2588
N -2.3526 -0.3814 0.6068
C -1.1253 -0.1072 -0.1975
C 0.0695 0.1185 0.7184
N 0.8576 -1.0332 1.1808
C 0.2726 -1.8737 2.1719
O -0.6475 -2.8210 1.5706
H -3.3771 -1.4452 -0.9313
H -3.6799 0.2848 -0.8912
H -4.3754 -0.7778 0.3763
H -2.1648 -1.1986 1.1741
H -1.3502 0.8052 -0.7546
H -0.9630 -0.9024 -0.9139
H 0.7671 0.7872 0.2191
H -0.2500 0.6981 1.5787
H 1.1857 -1.5753 0.3948
H 1.0546 -2.4126 2.7120
H -0.3386 -1.3026 2.8722
H -0.3497 -3.7365 1.6092
O 2.4629 -2.2507 -1.4629
H 2.1945 -2.1117 -2.3742
H 2.8629 -1.3721 -1.2391
O 3.2736 0.3513 -0.9874
H 4.1713 0.6089 -1.2655
H 3.1420 0.7701 -0.0794
O -1.9185 2.6839 1.1547
H -1.7451 3.0325 0.2650
H -2.1888 1.7633 1.0047
O -1.7486 0.9035 3.4483
H -1.8726 1.8487 3.3418
H -2.1999 0.5035 2.6994
O 2.9257 1.4481 1.3944
H 2.4992 0.7199 1.8606
H 2.2702 2.1874 1.3082
O 1.1750 1.1007 -2.6407
H 1.9840 0.8545 -2.1263
H 0.8125 0.2113 -2.8771
O 0.8761 3.2149 1.1027
H 0.6244 3.2663 0.1564
H 0.0288 3.0524 1.5691
O -0.2052 3.0356 -1.4029
H 0.2755 2.2921 -1.8740
H -0.0964 3.7886 -1.9948
O 0.3676 -1.4714 -3.2026
H -0.0525 -1.7186 -4.0238
H 0.0277 -2.0709 -2.4836
O -0.1012 -3.2245 -1.1325
H -0.4367 -2.8936 -0.2688
H 0.8742 -3.0629 -1.1075

Output
* ΔE to the lowest compared entry with this formula, charge and spin: 0.000 eV
* LUMO level: 0.371 eV
* SMILES: CNCCNCO.O.O.O.O.O.O.O.O.O.O
* orbital gap: 9.84 eV